(1)
The following is a DFT calculation (wB97M-V/def2-TZVPD) of a molecular structure, F2H3N2PS at a distorted geometry.

Structure (XYZ):
```
9
Properties=species:S:1:pos:R:3:forces:R:3:lowdin_charge:R:1
N 1.36269 -1.20518 0.01824 -2.2194 1.9237 -3.9017 0.20
N 0.43101 -0.63208 -0.68504 3.2660 -4.1539 -0.0834 -0.23
F -0.72786 0.31761 1.38039 0.3894 -0.3855 -1.5425 -0.39
F 0.81434 2.28887 0.44395 -1.4617 -1.4016 -0.3589 -0.20
P -1.02627 0.27040 -0.30569 -3.8939 -0.3835 2.2776 0.36
S -2.65060 -0.94536 -0.33403 2.1015 0.9482 -0.6436 0.08
H 0.04311 1.65573 0.28595 2.2911 2.7745 0.4241 -0.06
H 1.30095 -0.87604 0.96101 -0.6979 0.3293 1.2858 0.07
H 0.45262 -0.87394 -1.76478 0.2248 0.3487 2.5424 0.17
```
Positions in Å, forces in eV/Å.

Values from the calculation:
- frontier orbital gap (spin up / spin down) (eV) = 6.2 / 6.2
- HOMO level (spin up / spin down) (Eh) = -0.3346 / -0.3346
- relative energy (zero: lowest compared OMol25 entry of this formula, charge and spin) (eV) = 3.301
- E_LUMO (spin up / spin down) (eV) = -2.91 / -2.91
- total energy (eV) = -28585.8662
- molecular weight (g/mol) = 132.08



(2)
The following is a DFT calculation (wB97M-V/def2-TZVPD) of 2 unconnected molecules or ions with the total composition C6H17NO2 at a distorted geometry.

Structure (XYZ):
```
26
Properties=species:S:1:pos:R:3:forces:R:3:lowdin_charge:R:1
C 0.29184 -2.09412 1.26410 -1.1632 2.3718 1.2065 -0.12
C 1.19368 -1.93708 2.51585 -0.0464 -3.9042 -3.2250 -0.18
O 2.51940 -1.81351 1.89272 -4.2282 3.2333 -0.5320 -0.01
C 0.45789 -0.82169 0.37462 -1.0610 -2.5467 1.4123 -0.14
N -0.83208 -0.53401 -0.18270 4.7682 2.4679 -2.0802 0.19
C -1.75187 -0.13882 -2.42105 0.5913 -0.8651 -1.7667 -0.05
C -0.79039 0.40954 -1.30967 -0.2676 0.7091 -1.1493 -0.31
C -1.44762 1.77200 -0.88492 1.9205 0.7646 -4.7664 -0.02
H -0.79660 -2.06629 1.47057 0.5021 -0.6972 0.6127 0.12
H 0.50841 -2.94012 0.66754 0.3508 -1.0234 -0.2590 0.11
H 0.97328 -2.87333 3.07527 1.1340 0.1463 -0.2483 0.14
H 0.88235 -1.23516 3.19828 -0.1916 2.5629 1.0986 0.09
H 3.03214 -2.41635 2.29441 3.2497 -3.2423 2.1805 0.03
H 0.79998 -0.08698 1.09219 -0.1890 0.9830 -0.1431 0.16
H 1.18618 -1.05396 -0.32185 1.2964 0.3021 -1.7405 0.11
H -1.37093 -0.24744 0.55701 -2.9197 0.3480 1.9197 0.13
H -2.71907 -0.61696 -2.10361 1.2123 0.3492 0.2079 0.11
H -2.04526 0.72079 -3.02077 0.0432 -0.1071 -0.0258 0.07
H -1.20785 -0.80658 -3.16445 -0.7015 0.4204 1.2354 0.10
H 0.36514 0.65647 -1.68534 -3.2216 -1.2088 0.9992 0.22
H -0.73222 2.54722 -0.72248 0.7751 0.2183 0.8548 0.06
H -2.23835 1.82553 -0.28021 -2.7658 -0.5483 3.2479 0.04
H -1.97227 2.17705 -1.82072 0.9496 -0.6578 0.9597 0.12
H 1.67622 4.54070 0.13744 -0.6421 -1.2061 -1.1996 0.08
H 2.43027 3.31533 -0.18782 -0.0049 -0.3787 -0.3590 0.03
O 1.58773 3.71777 -0.43440 0.6092 1.5084 1.5598 -0.09
```
Positions in Å, forces in eV/Å.

Values from the calculation:
- 2S+1 = 2
- frontier orbital gap (spin up / spin down) (eV) = 11.8 / 6.8
- HOMO level (spin up / spin down) (Eh) = -0.5305 / -0.5302
- relative energy (zero: lowest compared OMol25 entry of this formula, charge and spin) (eV) = 1.970
- E_LUMO (spin up / spin down) (eV) = -2.60 / -7.65
- <S²> = 0.754
- total energy (eV) = -12071.9966
- molecular weight (g/mol) = 135.21
- net charge = +1



- Look up the molecular weight of the first one.
  132.08 g/mol



- Among the records above, which one has the highest relative energy (zero: lowest compared OMol25 entry of this formula, charge and spin)?
  F2H3N2PS



What did the first record say?
The following is a DFT calculation (wB97M-V/def2-TZVPD) of a molecular structure, F2H3N2PS at a distorted geometry.

Structure (XYZ):
```
9
Properties=species:S:1:pos:R:3:forces:R:3:lowdin_charge:R:1
N 1.36269 -1.20518 0.01824 -2.2194 1.9237 -3.9017 0.20
N 0.43101 -0.63208 -0.68504 3.2660 -4.1539 -0.0834 -0.23
F -0.72786 0.31761 1.38039 0.3894 -0.3855 -1.5425 -0.39
F 0.81434 2.28887 0.44395 -1.4617 -1.4016 -0.3589 -0.20
P -1.02627 0.27040 -0.30569 -3.8939 -0.3835 2.2776 0.36
S -2.65060 -0.94536 -0.33403 2.1015 0.9482 -0.6436 0.08
H 0.04311 1.65573 0.28595 2.2911 2.7745 0.4241 -0.06
H 1.30095 -0.87604 0.96101 -0.6979 0.3293 1.2858 0.07
H 0.45262 -0.87394 -1.76478 0.2248 0.3487 2.5424 0.17
```
Positions in Å, forces in eV/Å.

Values from the calculation:
- frontier orbital gap (spin up / spin down) (eV) = 6.2 / 6.2
- HOMO level (spin up / spin down) (Eh) = -0.3346 / -0.3346
- relative energy (zero: lowest compared OMol25 entry of this formula, charge and spin) (eV) = 3.301
- E_LUMO (spin up / spin down) (eV) = -2.91 / -2.91
- total energy (eV) = -28585.8662
- molecular weight (g/mol) = 132.08